Below is 10 unconnected molecules or ions with the total composition C17H54N6O17 in a non-equilibrium geometry, with properties calculated with wB97M-V/def2-TZVPD.

Calculated values
multiplicity	1
Kohn-Sham gap	9.52	eV
charge	0
energy relative to the best compared isomer or geometry (same formula, charge and spin)	518.6	kJ/mol
HOMO	-9.71	eV
SMILES	NC(N)=O.NC(N)=O.NC(N)=O.OCCO.OCCO.OCCO.OCCO.OCCO.OCCO.OCCO

Positions of all 94 atoms, in Å:
O1 -13.8667 29.8273 -4.7315
O2 -9.9962 36.8187 -1.7694
O3 -18.2818 35.2830 2.1339
O4 -12.4165 21.9386 5.4598
O5 -14.3002 22.7919 -0.9401
O6 -4.7393 32.7142 3.1498
O7 -16.5672 24.8033 -2.9795
O8 -8.1349 24.5182 -2.5939
O9 -5.5351 24.5147 2.7158
O10 -3.4604 23.3541 4.0733
O11 -19.0336 37.6213 3.8747
O12 -10.9738 28.6338 -5.9599
O13 -11.7334 34.6135 -1.4374
O14 -13.2496 27.7395 3.4420
O15 -21.0863 29.5423 5.9150
O16 -13.0261 18.9249 5.4827
O17 -6.5349 30.3296 3.7767
N1 -11.5161 27.4794 2.0863
N2 -13.1061 29.0620 1.7177
N3 -7.0505 23.1404 -3.9913
N4 -18.8406 29.8061 5.8779
N5 -8.7242 22.3673 -2.9441
N6 -19.9401 30.8101 7.3139
C1 -20.0719 29.9844 6.3085
C2 -12.2342 28.8066 -6.5155
C3 -13.1287 19.8173 6.5375
C4 -6.1738 32.5455 3.0509
C5 -15.3474 23.6949 -1.1456
C6 -4.7437 22.8464 4.3017
C7 -15.5642 23.8819 -2.6466
C8 -13.5258 21.1638 5.9201
C9 -11.3562 35.4702 -0.3667
C10 -12.6138 28.0972 2.4433
C11 -7.9885 23.4574 -3.1524
C12 -11.0143 36.9397 -0.7618
C13 -5.5391 23.0649 3.0401
C14 -6.6467 31.1218 2.6210
C15 -18.7653 36.5253 1.6490
C16 -13.0123 29.9756 -5.9205
C17 -19.6708 37.2125 2.6621
H1 -15.8760 22.9421 -3.1024
H2 -13.7313 19.5786 7.4139
H3 -9.5463 22.5774 -2.3961
H4 -14.6524 24.1666 -3.1716
H5 -15.1833 24.6884 -0.7284
H6 -6.2848 23.7852 -4.1250
H7 -20.4135 36.5015 3.0240
H8 -13.9015 29.5367 2.1205
H9 -16.3239 25.1661 -3.8344
H10 -18.9784 31.0612 7.4935
H11 -5.9962 30.6544 1.8817
H12 -16.3251 23.4061 -0.7597
H13 -12.0696 28.8980 -7.5891
H14 -12.0743 18.8698 5.3705
H15 -12.7872 29.2648 0.7811
H16 -18.9666 36.8239 4.4050
H17 -6.6777 32.6537 4.0113
H18 -10.5012 34.9696 0.0877
H19 -13.5373 30.3530 -3.9988
H20 -6.5790 22.7571 3.1493
H21 -20.7163 31.2138 7.8185
H22 -11.8817 37.4952 -1.1183
H23 -20.2248 38.0395 2.2178
H24 -5.1170 23.4146 5.1538
H25 -3.7150 24.2099 3.7207
H26 -14.1333 21.8052 6.5586
H27 -11.2430 26.6867 2.6495
H28 -7.0852 22.3020 -4.5535
H29 -11.0747 27.6596 1.1960
H30 -6.5410 29.3886 3.5866
H31 -12.8812 27.9553 -6.3039
H32 -18.7010 29.1238 5.1464
H33 -11.0329 28.3516 -5.0442
H34 -4.3312 31.9859 3.6238
H35 -4.5554 21.7804 4.4292
H36 -7.6474 31.1951 2.1953
H37 -9.4226 37.5868 -1.7178
H38 -17.8831 37.1091 1.3861
H39 -14.1240 20.9978 5.0241
H40 -10.8889 34.3687 -1.8227
H41 -13.5557 30.5131 -6.6976
H42 -5.6856 24.6324 1.7750
H43 -5.0404 22.4399 2.2993
H44 -10.5947 37.3689 0.1480
H45 -12.2958 30.7540 -5.6581
H46 -17.9805 30.1879 6.2446
H47 -14.0094 22.7268 -0.0275
H48 -6.5797 33.3482 2.4353
H49 -8.6371 21.7474 -3.7367
H50 -12.1089 19.9866 6.8831
H51 -17.9031 35.4969 2.9897
H52 -12.2286 35.4946 0.2864
H53 -19.3759 36.3953 0.7555
H54 -12.6259 22.8548 5.6556